104
Properties=species:S:1:pos:R:3 method="wB97M-V/def2-TZVPD" gap_ev=8.41 charge=+1 e_tot_ev=-255437.4826 de_lowest_kj_mol=565.8
C 2.210 -2.635 3.144
C 1.693 -1.522 2.055
C 0.136 -1.626 1.700
C 0.191 -2.871 0.631
C -0.691 -0.321 1.255
C -1.800 -0.859 0.179
C -2.885 -1.929 0.669
C -3.535 -2.627 -0.662
C -3.314 -4.229 -0.673
S -2.406 -4.863 -2.160
O -3.259 -5.866 -2.918
O -1.906 -3.789 -3.088
Cl -0.716 -5.913 -1.484
C 0.284 0.723 0.412
C -0.245 1.209 -1.024
C 0.178 0.224 -2.271
C 0.533 1.108 -3.595
N 1.822 1.857 -3.628
O -0.255 1.153 -4.595
C 1.003 1.846 1.309
I 0.365 3.942 0.796
P 2.894 2.002 1.063
O 3.732 2.348 2.543
O 3.279 3.362 0.055
S 3.832 0.511 0.293
C 0.707 1.831 2.888
O 1.052 3.175 3.389
N -0.628 1.356 3.383
C -1.472 2.460 4.077
N -1.833 3.683 3.374
C -0.210 0.685 4.722
N 0.320 -0.668 4.672
C -1.449 0.484 2.477
O -2.104 1.520 1.594
C -3.510 1.495 1.727
N -4.695 1.342 1.505
O -2.596 -0.084 3.040
C -2.663 -1.221 3.853
C -4.258 -1.472 4.170
C -4.549 -1.556 5.763
O -4.768 -2.632 3.439
H 2.588 -3.547 2.546
H 3.100 -2.197 3.730
H 1.385 -2.952 3.870
H 2.326 -1.770 1.111
H 2.096 -0.526 2.408
H -0.360 -2.108 2.633
H 0.387 -2.479 -0.445
H 1.102 -3.563 0.829
H -0.710 -3.568 0.699
H -1.351 -1.301 -0.771
H -2.483 -0.023 -0.250
H -3.768 -1.354 1.154
H -2.538 -2.730 1.395
H -3.158 -2.115 -1.631
H -4.680 -2.441 -0.662
H -2.755 -4.594 0.265
H -4.357 -4.728 -0.667
H 1.122 0.008 0.032
H 0.371 2.134 -1.376
H -1.328 1.552 -1.075
H -0.717 -0.429 -2.615
H 1.122 -0.383 -2.059
H 2.236 1.888 -2.673
H 1.578 2.825 -3.933
H 4.650 2.624 2.307
H 3.667 3.036 -0.792
H 1.583 1.238 3.370
H 1.439 3.097 4.292
H -0.937 2.834 5.035
H -2.466 2.024 4.492
H -1.403 4.516 3.800
H -2.859 3.769 3.323
H -1.098 0.657 5.469
H 0.581 1.328 5.280
H -0.088 -1.243 5.425
H 1.351 -0.665 4.814
H -2.317 -2.241 3.463
H -2.213 -1.148 4.923
H -4.876 -0.570 3.787
H -5.679 -1.400 5.969
H -4.282 -2.607 6.135
H -4.006 -0.712 6.312
H -5.590 -2.341 2.971
C 1.150 6.153 -3.151
Cl 2.704 6.491 -2.376
Cl 1.394 5.478 -4.768
Cl 0.188 5.047 -2.155
H 0.603 7.089 -3.249
C 5.267 2.135 -5.747
Cl 4.970 2.750 -4.115
Cl 6.093 3.350 -6.731
Cl 6.208 0.638 -5.689
H 4.305 1.917 -6.208
C 0.759 0.000 -7.771
Cl 2.444 -0.021 -7.224
Cl 0.673 0.357 -9.502
Cl -0.028 -1.543 -7.414
H 0.234 0.787 -7.232
C 5.525 -1.927 -8.668
Cl 6.933 -1.253 -9.502
Cl 4.363 -2.576 -9.834
Cl 6.023 -3.179 -7.520
H 5.041 -1.126 -8.112

78
Properties=species:S:1:pos:R:3 method="wB97M-V/def2-TZVPD" s2=15.7608 spin_multiplicity=8 gap_ev="5.69 / 5.85" charge=-1 e_tot_ev=-66902.4846
O -0.563 0.534 -2.682
C 0.579 0.354 -3.499
C 0.296 1.592 -4.331
H 0.478 -0.551 -4.123
H 1.531 0.329 -2.953
C -1.037 1.629 -3.531
H -0.033 1.535 -5.377
H 0.972 2.448 -4.124
C -2.228 1.068 -4.310
H -1.967 0.190 -4.946
H -2.606 1.843 -4.984
H -3.021 0.774 -3.603
C -1.245 2.965 -2.854
H -0.280 3.433 -2.595
H -1.878 2.894 -1.958
H -1.731 3.597 -3.614
Eu 0.348 -1.132 -0.298
C 1.324 1.130 0.977
C 2.555 0.401 0.969
C 3.111 0.421 -0.346
H 3.039 -0.037 1.827
C 2.275 1.263 -1.131
C 1.168 1.675 -0.331
H 0.407 2.396 -0.630
H 0.621 1.257 1.815
H 4.075 -0.012 -0.657
H 2.507 1.637 -2.124
C -2.436 -0.602 1.342
C -2.319 0.651 0.669
C -2.409 0.404 -0.732
H -2.260 1.643 1.133
C -2.514 -0.987 -0.952
C -2.570 -1.616 0.343
H -2.781 -2.670 0.514
H -2.512 -0.721 2.426
H -2.535 1.179 -1.470
H -2.577 -1.491 -1.925
O 0.417 -1.860 -5.160
C 0.049 -1.063 -6.346
C 0.566 -1.751 -7.603
H 0.552 -0.080 -6.395
H -1.036 -0.888 -6.330
C 1.572 -2.814 -7.060
H 1.082 -0.951 -8.143
H -0.195 -2.120 -8.309
C 1.453 -2.846 -5.512
H 2.562 -2.497 -7.406
H 1.374 -3.791 -7.503
H 2.392 -2.590 -5.004
H 1.139 -3.852 -5.145
C 0.038 -5.169 1.027
Si 1.419 -3.917 1.070
C 2.869 -4.788 1.835
C 1.897 -3.731 -0.744
C 0.846 -2.394 1.961
Si 1.361 -1.870 3.708
C 3.246 -1.692 3.959
C 0.526 -0.240 4.232
C 0.762 -3.063 5.053
H 0.407 -6.190 0.868
H -0.700 -4.946 0.248
H -0.438 -5.113 2.013
H 2.934 -5.821 1.465
H 3.815 -4.287 1.602
H 2.734 -4.816 2.921
H 1.058 -4.065 -1.380
H 2.218 -2.692 -0.948
H 2.764 -4.401 -0.901
H -0.275 -2.325 1.864
H 3.678 -1.018 3.210
H 3.502 -1.283 4.954
H 3.750 -2.668 3.868
H -0.313 -0.086 3.530
H 0.137 -0.242 5.278
H 1.282 0.563 4.142
H -0.334 -2.959 5.101
H 1.016 -4.101 4.789
H 1.176 -2.836 6.050

86
Properties=species:S:1:pos:R:3 method="wB97M-V/def2-TZVPD" gap_ev=8.93 e_tot_ev=-63795.0817
C -1.960 3.146 -2.883
C -1.142 2.415 -1.947
C -1.129 0.826 -1.840
C 0.379 0.256 -2.064
C 1.220 0.492 -0.700
C 2.821 0.534 -1.024
S 3.353 2.337 -0.973
O -1.755 0.389 -3.101
C -3.112 0.062 -2.855
O -4.060 -0.132 -3.623
O -3.260 0.030 -1.443
C -1.984 0.090 -0.709
C -2.419 0.871 0.625
C -1.244 1.636 1.383
F -3.532 1.719 0.272
H -2.603 4.030 -2.534
H -1.910 2.863 -3.993
H -0.454 3.057 -1.295
H 0.380 -0.879 -2.256
H 0.884 0.757 -2.972
H 0.974 1.523 -0.282
H 1.073 -0.360 0.042
H 3.397 0.021 -0.173
H 3.051 0.084 -2.050
H 2.672 2.991 -1.992
H -1.609 -0.988 -0.635
H -2.839 0.097 1.356
H -1.741 2.214 2.250
H -0.694 2.407 0.756
H -0.569 0.861 1.880
C 6.489 3.526 3.340
C 5.182 2.784 3.154
O 5.295 1.791 2.123
C 5.737 0.537 2.326
C 6.443 0.212 3.610
O 5.631 -0.291 1.446
H 7.287 2.857 3.669
H 6.378 4.321 4.081
H 6.814 3.968 2.395
H 4.811 2.347 4.084
H 4.415 3.486 2.817
H 7.512 0.385 3.487
H 6.274 -0.842 3.839
H 6.073 0.772 4.467
C -6.892 -1.830 -3.719
C -6.975 -1.615 -5.215
O -7.216 -2.854 -5.902
C -8.438 -3.371 -6.117
C -9.607 -2.816 -5.353
O -8.574 -4.321 -6.856
H -7.832 -2.208 -3.314
H -6.647 -0.896 -3.209
H -6.124 -2.572 -3.483
H -7.717 -0.861 -5.489
H -6.013 -1.247 -5.579
H -9.725 -3.370 -4.421
H -10.506 -2.941 -5.960
H -9.527 -1.750 -5.144
C 12.143 0.099 2.219
C 11.703 1.512 2.540
O 10.395 1.523 3.133
C 10.160 1.374 4.449
C 11.262 0.865 5.332
O 9.051 1.575 4.891
H 12.228 -0.510 3.121
H 13.110 0.103 1.712
H 11.409 -0.391 1.574
H 12.423 2.044 3.166
H 11.621 2.082 1.612
H 11.214 -0.224 5.376
H 11.115 1.270 6.335
H 12.256 1.181 5.019
C -7.611 -4.428 0.675
C -7.006 -3.102 0.261
O -7.846 -2.424 -0.684
C -8.867 -1.614 -0.347
C -9.378 -1.636 1.065
O -9.410 -0.942 -1.193
H -8.568 -4.291 1.183
H -6.937 -4.965 1.345
H -7.804 -5.049 -0.203
H -6.777 -2.460 1.116
H -6.058 -3.284 -0.250
H -10.169 -2.383 1.151
H -9.789 -0.652 1.298
H -8.605 -1.826 1.808